1.
Entry from the Open Molecules 2025 dataset: a cluster of 12 separate species, C27H81N3O12 in total (ωB97M-V/def2-TZVPD).

energy relative to the best compared isomer or geometry (same formula, charge and spin)	85.33	kJ/mol
structure (SMILES)	COC[C@H](C)N.COC[C@H](C)N.COC[C@H](C)N.CC(C)O.CC(C)O.CC(C)O.CC(C)O.CC(C)O.O.O.O.O

Structure (XYZ):
```
123
C27H81N3O12, DFT ωB97M-V/def2-TZVPD
C 0.539 7.972 -1.094
C -0.323 6.749 -1.214
C -0.179 5.953 -2.629
O 0.195 5.734 -0.418
H 1.507 7.927 -1.593
H 0.717 8.185 -0.040
H 0.283 8.845 -1.695
H -1.341 6.997 -0.913
H -0.562 6.572 -3.440
H -0.777 5.047 -2.726
H 0.863 5.691 -2.811
H 0.364 4.917 -0.894
C 3.939 3.307 -2.362
C 3.456 2.328 -3.423
C 3.578 0.908 -2.952
O 2.120 2.636 -3.610
H 4.995 3.067 -2.234
H 3.431 3.148 -1.411
H 3.591 4.322 -2.556
H 4.056 2.343 -4.333
H 3.049 0.748 -2.012
H 4.624 0.610 -2.878
H 3.138 0.249 -3.700
H 1.620 1.889 -3.948
C -3.261 -0.972 -1.294
C -4.071 0.281 -0.973
C -4.197 1.255 -2.173
O -5.316 -0.092 -0.503
H -2.218 -0.873 -1.596
H -3.720 -1.523 -2.115
H -3.325 -1.639 -0.434
H -3.559 0.886 -0.225
H -5.196 1.691 -2.168
H -3.935 0.734 -3.094
H -3.393 1.989 -2.123
H -5.430 -1.045 -0.543
C 0.904 -0.175 -0.286
C 1.086 1.330 0.148
C -0.162 1.929 0.785
O 2.152 1.348 1.022
H 1.944 -0.425 -0.493
H 0.281 -0.277 -1.175
H 0.579 -0.814 0.535
H 1.290 1.949 -0.725
H -0.904 1.747 0.007
H -0.017 2.962 1.101
H -0.508 1.411 1.680
H 1.954 0.643 1.642
C 4.613 -1.697 2.015
C 3.981 -3.152 2.084
C 4.882 -4.147 2.757
O 2.846 -3.025 2.890
H 5.655 -1.900 1.764
H 4.444 -1.003 2.838
H 4.112 -1.241 1.161
H 3.624 -3.420 1.090
H 5.699 -4.359 2.066
H 4.289 -5.057 2.848
H 5.275 -3.750 3.693
H 2.494 -3.881 3.145
O 3.037 4.040 1.621
H 3.469 3.671 2.391
H 2.478 3.332 1.298
O 1.732 -0.554 3.010
H 2.359 -1.225 2.736
H 1.261 -0.951 3.743
O 0.528 5.645 2.425
H 0.931 4.832 2.119
H 0.058 5.982 1.662
O 3.053 1.253 5.069
H 2.547 0.972 4.307
H 3.550 2.011 4.761
C -2.095 -3.026 4.605
C -1.128 -2.051 3.840
C -1.699 -0.687 3.553
O -2.827 -0.828 2.699
C -3.883 0.017 2.850
N 0.061 -1.837 4.671
H -2.899 -3.451 4.005
H -2.430 -2.633 5.565
H -1.542 -3.941 4.817
H -0.806 -2.385 2.854
H -0.956 0.010 3.164
H -1.887 -0.147 4.481
H -3.446 1.015 2.810
H -4.481 -0.161 3.743
H -4.530 -0.062 1.976
H -0.092 -1.508 5.614
H 0.546 -2.722 4.718
C -3.439 -4.715 -0.718
C -3.111 -5.698 0.412
C -2.014 -5.093 1.367
O -0.707 -5.162 0.874
C 0.291 -4.585 1.601
N -4.376 -6.089 0.990
H -2.553 -4.206 -1.097
H -4.092 -3.976 -0.253
H -4.035 -5.173 -1.508
H -2.545 -6.407 -0.192
H -1.973 -5.784 2.209
H -2.277 -4.063 1.608
H 0.231 -3.508 1.444
H 1.267 -4.901 1.233
H 0.223 -4.746 2.677
H -4.885 -5.264 1.274
H -4.961 -6.438 0.244
C -1.086 1.984 -4.530
C -0.322 0.666 -4.186
C -1.220 -0.487 -4.664
O -0.558 -1.709 -4.688
C -0.081 -2.106 -3.456
N 0.899 0.710 -4.974
H -0.635 2.859 -4.061
H -2.128 1.956 -4.213
H -1.149 2.112 -5.611
H -0.128 0.647 -3.114
H -1.414 -0.362 -5.730
H -2.201 -0.552 -4.193
H 0.909 -1.715 -3.223
H 0.087 -3.183 -3.480
H -0.785 -2.057 -2.625
H 1.214 -0.249 -5.017
H 0.870 0.851 -5.973
```


2.
Entry from the Open Molecules 2025 dataset: a cluster of 13 separate species, C27H82N2O13 in total (ωB97M-V/def2-TZVPD).

Structure (XYZ):
```
124
C27H82N2O13, DFT ωB97M-V/def2-TZVPD
C 2.864 17.570 8.753
O 2.998 18.791 9.459
H 1.819 17.427 8.482
H 3.446 17.570 7.824
H 3.222 16.700 9.306
H 3.852 18.771 9.900
C 7.502 12.785 4.782
O 7.320 11.383 4.957
H 7.966 13.039 3.825
H 6.539 13.302 4.812
H 8.135 13.140 5.587
H 7.186 10.975 4.098
C 3.137 11.211 2.636
O 3.626 9.898 2.523
H 2.459 11.479 1.817
H 2.587 11.384 3.571
H 3.972 11.910 2.646
H 2.979 9.265 2.843
C 3.120 13.076 10.136
C 4.000 13.140 11.351
O 5.070 14.063 11.142
H 2.210 12.508 10.341
H 3.583 12.596 9.268
H 2.842 14.072 9.780
H 4.391 12.147 11.597
H 3.396 13.466 12.204
H 5.295 14.454 11.990
C 4.063 12.867 5.805
C 3.801 14.351 5.628
O 3.451 15.005 6.839
H 3.211 12.407 6.313
H 4.944 12.648 6.415
H 4.229 12.387 4.841
H 2.951 14.469 4.936
H 4.628 14.879 5.149
H 2.540 14.742 7.050
C 1.631 14.596 1.892
C 0.405 14.482 2.783
O 0.595 15.191 4.009
H 1.774 15.626 1.567
H 1.527 13.952 1.016
H 2.520 14.303 2.454
H 0.170 13.448 3.030
H -0.461 14.916 2.269
H 0.722 16.130 3.792
C 4.424 9.141 5.705
C 5.087 7.992 6.425
O 4.792 6.726 5.816
H 4.602 10.050 6.291
H 3.344 9.011 5.650
H 4.900 9.302 4.740
H 4.783 7.910 7.469
H 6.170 8.155 6.439
H 5.452 6.544 5.143
C 2.354 9.787 8.782
C 1.305 8.889 8.147
O -0.007 9.420 8.354
H 2.368 10.775 8.323
H 3.338 9.323 8.690
H 2.096 9.912 9.834
H 1.318 7.895 8.596
H 1.492 8.751 7.075
H -0.127 10.072 7.647
C 5.002 17.088 3.285
C 4.218 17.822 2.218
O 4.802 17.533 0.954
H 4.722 17.410 4.289
H 6.068 17.298 3.161
H 4.879 16.007 3.205
H 4.280 18.902 2.405
H 3.169 17.514 2.284
H 4.225 17.862 0.259
C 6.187 10.988 8.597
C 7.196 9.919 8.951
O 8.487 10.494 9.191
H 5.178 10.590 8.494
H 6.472 11.495 7.669
H 6.202 11.758 9.371
H 7.284 9.134 8.199
H 6.918 9.470 9.906
H 8.814 10.848 8.358
C 1.222 18.113 5.705
C 1.441 18.748 4.347
O 0.850 17.891 3.346
H 1.840 18.642 6.435
H 1.626 17.099 5.682
H 0.187 18.149 6.032
H 2.517 18.829 4.177
H 0.985 19.736 4.255
H 0.844 18.363 2.509
C -0.522 12.976 8.456
C 0.395 13.161 7.246
C -0.103 12.466 5.998
O -0.096 11.059 6.164
C -0.525 10.394 4.999
N 0.579 14.614 6.973
H -0.667 11.923 8.689
H -1.481 13.470 8.277
H -0.054 13.441 9.326
H 1.372 12.755 7.535
H 0.555 12.728 5.155
H -1.117 12.801 5.734
H -1.534 10.712 4.717
H -0.569 9.327 5.219
H 0.184 10.552 4.179
H -0.339 15.031 7.124
H 0.679 14.714 5.954
C 7.474 14.558 8.081
C 7.174 15.931 8.670
C 7.653 17.066 7.803
O 9.020 16.889 7.482
C 9.553 18.016 6.838
N 5.728 16.114 8.941
H 8.493 14.461 7.701
H 6.791 14.332 7.255
H 7.320 13.783 8.835
H 7.673 15.983 9.643
H 7.483 18.015 8.329
H 7.065 17.100 6.868
H 10.562 17.762 6.514
H 9.575 18.895 7.489
H 8.979 18.259 5.930
H 5.488 15.358 9.580
H 5.236 15.868 8.080
```


3.
Entry from the Open Molecules 2025 dataset: a cluster of 12 separate species, C27H83N5O12 in total (ωB97M-V/def2-TZVPD).

energy relative to the best compared isomer or geometry (same formula, charge and spin)	223.48	kJ/mol
structure (SMILES)	COC[C@H](C)N.COC[C@H](C)N.COC[C@H](C)N.COC[C@H](C)N.COC[C@H](C)N.CO.CO.CO.CO.CO.CO.CO

Structure (XYZ):
```
127
C27H83N5O12, DFT ωB97M-V/def2-TZVPD
C -4.442 -3.771 0.197
C -2.996 -3.469 0.651
C -2.016 -4.197 -0.315
O -0.662 -3.828 -0.077
C -0.199 -4.400 1.166
N -2.729 -2.006 0.624
H -4.541 -3.459 -0.821
H -5.082 -3.173 0.928
H -4.618 -4.828 0.352
H -2.877 -3.871 1.745
H -2.276 -3.795 -1.282
H -2.226 -5.292 -0.366
H 0.871 -4.188 1.196
H -0.457 -5.485 1.183
H -0.671 -3.994 2.092
H -3.411 -1.510 0.121
H -1.746 -1.858 0.338
C 4.606 -4.091 -0.090
C 5.504 -3.723 1.050
C 4.802 -3.868 2.390
O 3.568 -3.144 2.496
C 3.744 -1.855 3.042
N 6.558 -4.772 1.071
H 4.995 -3.644 -1.034
H 3.683 -3.560 0.114
H 4.457 -5.150 -0.240
H 5.939 -2.730 0.910
H 5.490 -3.615 3.186
H 4.515 -4.993 2.465
H 4.427 -1.288 2.371
H 4.110 -1.883 4.064
H 2.731 -1.412 3.046
H 7.382 -4.497 1.637
H 6.831 -5.180 0.201
C -4.637 -0.080 -3.112
C -3.145 0.026 -2.703
C -2.365 0.860 -3.716
O -2.320 0.055 -4.948
C -1.915 0.579 -6.182
N -3.082 0.553 -1.360
H -4.971 0.939 -3.046
H -5.124 -0.654 -2.286
H -4.771 -0.649 -3.995
H -2.635 -0.898 -2.647
H -1.329 1.116 -3.453
H -2.848 1.846 -3.872
H -2.748 0.959 -6.782
H -1.276 -0.161 -6.621
H -1.329 1.518 -6.119
H -2.128 0.525 -1.049
H -3.510 1.466 -1.296
C 2.913 3.531 -1.496
C 1.497 3.703 -2.089
C 1.367 2.938 -3.369
O 2.384 3.243 -4.275
C 2.282 2.358 -5.384
N 0.472 3.319 -1.145
H 3.656 3.684 -2.318
H 3.026 2.512 -1.156
H 2.977 4.253 -0.666
H 1.380 4.785 -2.389
H 0.396 3.132 -3.937
H 1.416 1.784 -3.071
H 2.166 1.356 -5.095
H 3.106 2.471 -6.168
H 1.342 2.615 -5.760
H 0.583 2.350 -0.852
H 0.589 3.949 -0.327
C -1.743 3.105 3.336
C -2.664 2.614 2.229
C -2.287 3.401 0.939
O -2.432 4.808 1.119
C -3.755 5.242 1.176
N -2.439 1.251 1.850
H -1.584 4.169 3.314
H -0.772 2.595 3.261
H -2.093 2.839 4.378
H -3.679 2.789 2.623
H -2.963 3.038 0.156
H -1.248 3.352 0.675
H -4.303 4.805 0.418
H -3.750 6.335 0.933
H -4.270 5.007 2.245
H -2.981 1.060 1.016
H -2.674 0.587 2.561
C 0.180 -2.176 -3.165
O 0.138 -1.090 -4.098
H -0.100 -1.765 -2.215
H -0.350 -3.046 -3.481
H 1.278 -2.522 -3.248
H -0.765 -1.065 -4.483
C -2.682 -1.957 4.645
O -2.049 -1.175 3.617
H -3.640 -2.300 4.280
H -2.012 -2.803 4.846
H -2.853 -1.412 5.548
H -2.241 -1.633 2.735
C 0.720 -0.643 0.722
O -0.423 -0.082 0.117
H 0.896 -1.497 0.091
H 1.585 0.000 0.779
H 0.500 -1.062 1.694
H -1.003 0.423 0.764
C 0.806 -1.395 5.680
O 0.784 -1.585 4.262
H 1.898 -1.337 6.006
H 0.220 -0.517 5.975
H 0.237 -2.195 6.191
H -0.093 -1.647 3.936
C 2.400 1.714 4.032
O 1.378 1.259 3.167
H 2.652 2.689 3.669
H 2.045 1.875 5.061
H 3.340 1.075 4.157
H 1.172 0.312 3.435
C -1.937 5.231 -2.269
O -2.236 3.888 -2.103
H -1.420 5.741 -1.449
H -1.277 5.376 -3.137
H -2.852 5.757 -2.491
H -1.474 3.493 -1.622
C 5.015 0.360 -1.082
O 3.816 0.453 -0.253
H 5.706 1.064 -0.662
H 5.457 -0.618 -1.107
H 4.902 0.668 -2.223
H 3.236 -0.312 -0.281
```


| no. | F_max (eV/A) | HOMO-LUMO gap (eV) | HOMO (eV) |
| --- | --- | --- | --- |
| 1 | 4.08 | 9.73 | -9.42 |
| 2 | 1.11 | 9.12 | -8.94 |
| 3 | 3.38 | 9.68 | -9.09 |